Record 1
Below is C7H17AsBr2F6PRh as an isolated structure at a distorted geometry, with properties calculated with ωB97M-V/def2-TZVPD.

Output
largest force on an atom: 3.4 eV/Å
charge: +3
Kohn-Sham gap (alpha / beta): 0.3965 / 0.1820 Eh
2S+1: 6

XYZ file:
```
35
Properties=species:S:1:pos:R:3:forces:R:3:lowdin_charge:R:1
Rh 0.08102 -0.05838 -0.00872 0.92 2.19 0.18 0.852
Br 1.15182 -0.76653 -2.24329 -0.04 0.15 -0.14 0.875
Br 2.36238 -1.28578 0.56990 -0.21 0.16 0.21 0.874
As 0.52214 3.17322 0.33700 -1.40 -3.07 0.21 1.041
P -2.14173 -0.58644 0.92879 -1.07 -0.67 2.34 1.029
F 0.97241 4.08372 -0.96260 0.02 0.17 0.13 -0.093
F -0.11285 1.60353 1.55841 0.44 -0.06 -1.20 -0.426
F 1.46552 3.64809 1.61869 -0.04 0.11 -0.39 -0.105
F -0.60862 2.01079 -0.81703 0.93 -0.16 0.73 -0.391
F 1.69207 1.77173 -0.11468 -1.13 0.81 0.41 -0.361
F -0.96527 3.85673 0.80954 1.03 -0.12 -0.36 -0.159
C -2.13653 -1.01463 2.77600 0.23 -0.04 -1.14 -0.337
C -3.26532 -1.91277 0.19300 -0.91 0.23 -1.01 -0.294
C -4.58305 1.00586 1.33060 0.85 -0.85 0.37 -0.035
C -1.28306 -0.13771 3.63388 0.55 0.29 1.42 -0.139
C -4.54806 -2.21763 0.89782 0.59 0.06 0.60 -0.055
C 2.81879 -1.08933 -1.29708 0.60 -0.24 -0.35 -0.832
C -3.18593 0.97815 0.80744 -1.22 0.75 -1.05 -0.284
H -1.61584 0.90184 3.68807 0.14 -0.05 -0.29 0.091
H -2.56009 1.68225 1.38670 0.60 -0.29 0.41 0.115
H -1.77448 -2.05034 2.81656 -0.23 -0.02 -0.03 0.115
H -5.06484 -3.04960 0.38721 -0.05 -0.01 -0.26 0.155
H -5.29541 -1.41554 0.81222 -0.21 0.16 -0.07 0.100
H 3.27640 -2.01517 -1.66490 -0.23 0.20 0.11 0.059
H -2.62348 -2.80537 0.20440 0.55 0.00 0.24 0.132
H -4.42127 -2.52221 1.93590 -0.04 0.03 -0.05 0.102
H -3.15263 1.29231 -0.24444 0.05 -0.18 0.11 0.111
H -1.35061 -0.49402 4.68065 -0.09 0.00 -0.49 0.120
H -3.44491 -1.64056 -0.85280 0.10 -0.01 0.07 0.112
H -3.18556 -0.97029 3.09097 0.06 -0.16 -0.25 0.098
H -0.21855 -0.19544 3.39551 -0.15 0.20 -0.13 0.073
H 3.47889 -0.22507 -1.42199 -0.29 -0.10 0.08 0.058
H -4.69703 0.69932 2.37057 0.06 0.11 0.03 0.112
H -4.95290 2.04739 1.27874 -0.20 0.34 -0.14 0.170
H -5.30141 0.49342 0.67669 -0.21 0.09 -0.29 0.116
```
Forces are in eV/Å.

***

Record 2
Below is C7H17BInO5 as an isolated structure at a distorted geometry, with properties calculated with ωB97M-V/def2-TZVPD.

Output
largest force on an atom: 4.3 eV/Å
charge: -1
Kohn-Sham gap: 0.2768 Eh

XYZ file:
```
31
Properties=species:S:1:pos:R:3:forces:R:3:lowdin_charge:R:1
In 0.79754 -1.68167 -0.73023 0.09 0.05 0.02 0.845
O -2.46884 0.13359 1.65216 -0.41 -0.85 -0.61 -0.035
O 0.51346 0.76519 -4.41671 0.49 0.32 0.53 0.083
O -2.38783 2.31864 1.75941 -1.84 3.81 -0.98 0.151
O 1.42894 -3.68990 -0.59306 0.05 0.34 0.16 -0.429
O -0.92278 0.84511 -2.52924 -0.60 -0.24 0.33 0.108
C -0.68659 1.19184 2.88235 0.02 -0.22 0.29 -0.137
C -1.93188 1.28737 2.03893 1.66 -2.30 1.04 -0.596
C 2.51814 -0.46898 0.05277 -0.40 -0.61 -0.27 -0.231
C 0.50530 -1.28971 -2.91428 0.08 0.44 0.43 -0.137
C 0.31994 2.28506 2.60495 0.43 0.11 -0.08 -0.080
C -1.85891 -0.26806 0.34141 0.42 -1.10 0.93 -0.220
C -1.04982 -1.53673 0.52104 0.18 0.32 -0.36 -0.230
B 0.01185 0.12380 -3.26043 0.17 -0.56 -0.68 -0.766
H -0.13655 -2.06860 -3.31750 -0.30 -0.18 0.17 0.028
H -0.11754 3.12893 2.09443 -0.30 0.20 -0.16 0.069
H -1.27021 0.57327 0.01037 0.01 0.31 -0.28 0.090
H 3.40066 -0.86464 -0.43679 0.28 0.00 -0.29 -0.045
H 0.76837 2.66921 3.50846 0.14 0.07 0.41 0.063
H 2.43709 0.58708 -0.17326 0.00 0.31 0.03 -0.048
H 2.68675 -0.62185 1.11105 -0.12 0.13 0.43 -0.048
H -1.65625 1.14916 -3.07536 0.33 0.35 0.05 0.099
H 2.06353 -3.69605 0.13363 -0.07 -0.14 -0.14 -0.079
H -1.65867 -2.40583 0.31211 -0.27 -0.28 -0.04 0.025
H -0.78109 -1.61076 1.56814 0.34 -0.05 0.22 0.025
H -1.02427 1.25546 3.91158 -0.23 0.02 0.30 0.118
H 0.81685 1.64053 -4.13558 -0.39 0.06 -0.41 0.086
H 1.13444 1.91080 1.99930 0.17 -0.11 -0.28 0.064
H -0.25404 0.20891 2.79130 0.18 -0.34 -0.15 0.101
H -2.67290 -0.46739 -0.33088 -0.40 0.39 -0.36 0.108
H 1.47532 -1.40378 -3.38005 0.29 -0.25 -0.24 0.019
```
Forces are in eV/Å.

***

Record 3
Below is an isolated molecule of C7H17BN2O2S at a distorted geometry, with properties calculated with ωB97M-V/def2-TZVPD.

Output
largest force on an atom: 2.6 eV/Å
SMILES: CC(C)[C@H](N)C(=S)N[C@@H](C)B(O)O
charge: 0
Kohn-Sham gap: 0.3020 Eh

XYZ file:
```
30
Properties=species:S:1:pos:R:3:forces:R:3:lowdin_charge:R:1
S 0.50510 -1.72982 -1.81826 0.11 -0.66 -0.05 0.676
O 2.95020 2.11840 1.03478 0.62 0.04 0.56 0.180
O 3.65605 -0.05060 0.28595 1.03 1.41 1.60 0.161
N -0.15952 -1.49504 1.93460 0.56 0.64 1.34 0.062
N 0.74166 0.22693 -0.18393 -0.17 0.21 -0.27 0.011
C 1.27338 2.21655 -1.55538 0.20 -0.76 -0.24 -0.042
C 1.77302 0.91434 -0.98946 1.06 0.95 0.64 -0.275
C -2.64283 -1.15522 -0.94449 -0.78 0.02 0.01 -0.109
C 0.17622 -0.93752 -0.40031 -0.75 -1.97 -1.50 -0.750
C -2.24011 -1.09611 0.53385 -0.19 -0.35 0.09 -0.381
C -0.78729 -1.60921 0.66980 0.50 1.78 -1.89 -0.392
C -2.47369 0.33454 0.97057 -0.90 0.68 1.30 -0.094
B 2.86147 1.07520 0.16178 0.48 -1.71 -0.38 -0.644
H 0.60305 -2.16657 1.97228 -0.12 0.02 0.16 0.090
H -2.09375 -0.43747 -1.57712 -0.04 -0.40 0.38 0.072
H -3.69405 -0.90990 -1.05632 -0.30 0.31 0.20 0.076
H -2.04196 0.56528 1.95523 0.32 -0.11 -0.23 0.070
H -0.83184 -2.63215 0.39358 0.09 -0.93 -0.41 0.109
H 2.26381 0.32279 -1.80079 -1.11 -0.07 0.92 0.123
H 3.44205 -0.94545 0.07184 -0.58 -0.37 -0.72 0.090
H 0.36382 0.74059 0.57620 -0.04 0.86 0.68 0.126
H -2.83676 -1.80385 1.17081 0.31 0.61 -0.66 0.152
H 0.31108 -0.58456 1.93503 -0.23 -0.45 0.74 0.069
H -2.03524 0.98904 0.20695 -0.34 0.23 0.28 0.073
H 3.58405 2.04205 1.79261 -0.77 -0.20 -1.20 0.139
H -3.57446 0.59141 1.17308 1.43 -0.46 -0.90 0.108
H 0.55813 2.00612 -2.30903 -0.99 0.00 -0.74 0.071
H -2.58410 -2.13988 -1.37079 0.51 -0.49 -0.22 0.066
H 0.84942 2.82154 -0.79158 -0.36 0.74 0.59 0.075
H 2.08310 2.72855 -2.04146 0.45 0.41 -0.06 0.087
```
Forces are in eV/Å.

***

Record 4
Below is C7H17Br2Cl2NOP as an isolated structure at a distorted geometry, with properties calculated with ωB97M-V/def2-TZVPD.

Output
largest force on an atom: 2.8 eV/Å
charge: +1
Kohn-Sham gap: 0.3488 Eh

XYZ file:
```
31
Properties=species:S:1:pos:R:3:forces:R:3:lowdin_charge:R:1
Br 2.38368 4.47649 -1.92806 0.01 -0.06 0.07 0.629
Br -0.01008 1.77652 -1.17552 0.87 0.99 -2.53 0.922
Cl 0.99277 -3.20708 -2.14909 -0.03 0.04 -0.04 0.655
Cl -1.76749 -1.73328 -1.54338 -0.24 -0.20 0.05 0.690
P -1.03774 -1.13082 1.11591 -0.46 -0.30 -1.06 0.785
O -0.80217 0.29339 0.53304 -0.19 -0.42 2.48 -0.528
N -2.62093 -1.41535 1.50037 0.71 -0.58 0.85 -0.052
C -1.51105 1.22149 2.74043 0.01 0.11 -0.13 -0.090
C 2.07889 2.80211 -2.86361 0.04 0.25 -0.03 -0.698
C 1.81450 -2.55935 0.30742 -0.33 0.50 0.28 -0.120
C 0.61621 2.44925 -2.90201 0.00 -0.03 0.11 -0.619
C -0.59971 1.38504 1.53205 -0.69 0.03 1.29 -0.298
C -0.66251 -2.25969 -0.25644 0.25 0.50 0.10 -0.793
C 0.78877 -2.13386 -0.72814 0.11 -0.66 -0.28 -0.808
H 0.43970 1.43226 1.84501 0.17 -0.26 -0.35 0.127
H -0.01177 3.29600 -3.15857 0.03 0.03 0.00 0.056
H 0.94795 -1.12672 -1.10655 0.03 0.11 0.16 0.065
H -1.53315 2.17845 3.25799 0.04 -0.01 0.14 0.102
H 1.65964 -2.01290 1.24170 0.17 0.07 0.03 0.059
H -0.91151 -3.26934 0.07340 0.07 -0.14 -0.19 0.101
H 0.43526 1.63846 -3.60402 0.01 -0.02 0.02 0.063
H 1.73937 -3.61929 0.53513 0.06 -0.09 -0.13 0.089
H -0.86103 2.31886 1.05946 -0.02 -0.13 -0.41 0.058
H 2.67910 2.04906 -2.36306 -0.02 -0.04 -0.02 0.048
H 2.80574 -2.31130 -0.05683 0.11 -0.16 0.02 0.092
H -0.19712 -1.34329 2.20878 0.05 0.08 0.02 0.087
H 2.45880 2.95674 -3.87057 -0.04 -0.03 -0.02 0.063
H -2.53230 1.01305 2.42743 -0.09 0.09 -0.01 0.081
H -2.81883 -2.40914 1.37922 -0.34 0.11 -0.34 0.085
H -2.78766 -1.22951 2.48779 -0.32 0.27 -0.09 0.075
H -1.17535 0.47376 3.46072 0.03 -0.05 0.01 0.074
```
Forces are in eV/Å.